{
  "formula": "C4H7N3O",
  "method": "ωB97M-V/def2-TZVPD",
  "elements": ["O", "N", "N", "N", "C", "C", "C", "C", "H", "H", "H", "H", "H", "H", "H"],
  "xyz": [[-1.72306, 0.56900, 0.48135], [-0.04827, -0.90749, 0.76995], [1.61789, 0.73937, -0.53782], [-0.43433, 0.27791, 0.84977], [-2.27769, -0.08839, -0.60310], [1.24448, -1.33072, 0.54634], [1.11201, 1.51796, 0.49093], [1.89822, -0.51234, -0.37649], [1.56032, 1.43244, 1.43546], [2.48727, -0.97108, -1.07087], [-1.41914, -0.01156, -1.35375], [0.52080, 2.42016, 0.14361], [-2.54362, -1.13428, -0.39305], [-3.25611, 0.46291, -0.93775], [1.26121, -2.46389, 0.55542]],
  "lowdin_charge": [-0.16, 0.03, -0.02, -0.07, -0.12, -0.11, 0.02, -0.23, 0.07, 0.07, 0.11, 0.11, 0.07, 0.12, 0.11],
  "e_homo_ev": [-8.3, -8.3],
  "max_force_ha_per_bohr": 0.09672,
  "relative_energy_kcal_mol": 140.3,
  "gap_ha": [0.33635, 0.33636],
  "total_energy_ha": -395.9249,
  "total_charge": 0,
  "lumo_ha": [0.0308, 0.0308],
  "smiles": "C=N/C=C\\N=N\\OC"
}

{
  "formula": "C4H7N3O",
  "method": "ωB97M-V/def2-TZVPD",
  "elements": ["O", "N", "N", "N", "C", "C", "C", "C", "H", "H", "H", "H", "H", "H", "H"],
  "xyz": [[-0.55165, -2.15594, -0.77410], [-0.83670, 0.38348, 0.43902], [2.07124, -1.11685, -0.65435], [1.69069, 1.53975, 1.02224], [-1.37205, 0.90228, -0.81823], [-0.29799, -1.36476, 0.17218], [1.13892, -0.77230, 0.14558], [1.04169, 0.58110, 0.67292], [-2.25171, 0.33401, -1.13161], [1.69535, -1.93693, -1.16652], [-1.64969, 1.95294, -0.71127], [-0.56394, -1.65467, 1.21582], [-0.60448, 0.80847, -1.59120], [-1.43467, 0.63198, 1.22158], [1.92497, 1.86744, 1.95797]],
  "lowdin_charge": [-0.08, -0.06, 0.21, 0.22, -0.12, -0.43, -0.30, -0.13, 0.09, 0.08, 0.08, 0.12, 0.09, 0.11, 0.11],
  "e_homo_ev": -8.7,
  "max_force_ha_per_bohr": 0.04820,
  "relative_energy_kcal_mol": 123.2,
  "gap_ha": 0.27800,
  "total_energy_ha": -395.9521,
  "total_charge": 0,
  "lumo_ha": -0.0427
}

{
  "formula": "C4H7N3O",
  "method": "ωB97M-V/def2-TZVPD",
  "elements": ["O", "N", "N", "N", "C", "C", "C", "C", "H", "H", "H", "H", "H", "H", "H"],
  "xyz": [[0.88422, 0.86030, 0.66602], [-0.14051, 1.61904, 0.02144], [2.48580, -0.39133, -0.32748], [0.17199, -1.08353, -0.38880], [1.23328, -0.33986, -0.10194], [-2.02972, -0.31309, -0.15049], [-1.30157, 1.15913, -0.28597], [-0.95787, -1.21541, 0.61205], [2.88059, 0.64176, 0.07364], [-1.79665, 1.83806, -1.09928], [-3.33359, -0.30954, 0.11049], [0.23701, -1.96919, -0.92854], [-1.94742, -0.47769, -1.29873], [-0.95008, -1.04425, 1.59330], [-1.44927, -2.31539, 0.64302]],
  "lowdin_charge": [-0.12, 0.03, 0.11, 0.04, -0.53, -0.15, -0.15, -0.15, 0.15, 0.13, 0.18, 0.17, 0.10, 0.06, 0.15],
  "e_homo_ev": -9.2,
  "max_force_ha_per_bohr": 0.15309,
  "relative_energy_kcal_mol": 137.2,
  "gap_ha": 0.35846,
  "total_energy_ha": -395.9298,
  "total_charge": 0,
  "lumo_ha": 0.0212,
  "smiles": "[H]/N=C1/NCCC=NO1"
}

{
  "formula": "C4H7N3O",
  "method": "ωB97M-V/def2-TZVPD",
  "elements": ["O", "N", "N", "N", "C", "C", "C", "C", "H", "H", "H", "H", "H", "H", "H"],
  "xyz": [[0.59249, 0.42132, 0.79553], [-1.49126, 0.49933, -0.11089], [-3.25829, 1.60194, 0.58257], [0.29695, -0.65622, -1.04488], [-2.00399, 1.53954, 0.61964], [-0.26883, 0.18856, -0.10872], [1.79402, -0.13100, 0.37620], [1.52235, -1.30748, -0.46798], [2.37899, -1.61690, -1.15434], [1.28204, -2.32433, -0.14403], [-3.93373, 0.62024, 0.22942], [2.35107, 0.45642, -0.36067], [-0.40220, -1.29279, -1.56507], [-1.19099, 2.34084, 0.99376], [2.33139, -0.33947, 1.35946]],
  "lowdin_charge": [0.07, 0.08, 0.00, 0.07, -0.39, -0.53, -0.19, -0.15, 0.14, 0.11, 0.16, 0.14, 0.18, 0.16, 0.16],
  "e_homo_ev": -8.7,
  "max_force_ha_per_bohr": 0.10225,
  "relative_energy_kcal_mol": 80.5,
  "gap_ha": 0.34036,
  "total_energy_ha": -396.0201,
  "total_charge": 0,
  "lumo_ha": 0.0221,
  "smiles": "[H]/N=C\\N=C1\\NCCO1"
}

{
  "formula": "C4H7N3O",
  "method": "ωB97M-V/def2-TZVPD",
  "elements": ["O", "N", "N", "N", "C", "C", "C", "C", "H", "H", "H", "H", "H", "H", "H"],
  "xyz": [[-1.49889, 0.44271, -1.49852], [-1.13189, -0.62393, -0.66985], [-1.45162, 0.15403, 1.75462], [1.29438, 1.90341, 0.05684], [-0.93614, -0.39417, 0.74688], [2.16682, -0.42443, -0.21329], [-0.65559, -1.70878, 0.19610], [1.54622, 0.58445, 0.08728], [0.30626, 2.11666, -0.03720], [1.96200, 2.53003, 0.47999], [-1.34296, -2.54257, 0.23785], [-1.36879, 0.27133, -2.43870], [2.64866, -1.34119, -0.40036], [0.38811, -2.00080, 0.14485], [-1.92659, 1.03325, 1.55352]],
  "lowdin_charge": [0.01, -0.07, 0.14, 0.07, -0.41, 0.09, -0.04, -0.30, 0.08, 0.10, 0.10, 0.10, 0.02, 0.06, 0.05],
  "e_homo_ev": -8.2,
  "max_force_ha_per_bohr": 0.11649,
  "relative_energy_kcal_mol": 205.3,
  "gap_ha": 0.31683,
  "total_energy_ha": -395.8212,
  "total_charge": 0,
  "lumo_ha": 0.0148,
  "smiles": "[H]/N=C1/CN1O.C#CN"
}

{
  "formula": "C4H7N3O2",
  "method": "ωB97M-V/def2-TZVPD",
  "elements": ["O", "O", "N", "N", "N", "C", "C", "C", "C", "H", "H", "H", "H", "H", "H", "H"],
  "xyz": [[3.14968, -1.35492, -0.37553], [-3.92000, -0.89429, 0.78971], [-2.00624, -0.62736, -0.24582], [-3.08395, -0.23209, 0.22641], [2.71937, 0.16605, 1.21542], [-1.19028, 0.42543, -0.83290], [2.37458, -0.59279, 0.17248], [0.19290, 0.39538, -0.23375], [1.03051, -0.60597, -0.48276], [0.74705, -1.27263, -1.20300], [0.27535, 1.24858, 0.43230], [-1.19826, 0.24412, -1.84452], [2.00296, 0.69134, 1.67112], [3.73529, 0.06543, 1.32034], [-3.37003, 0.82156, 0.23011], [-1.45891, 1.52215, -0.83962]],
  "lowdin_charge": [0.04, -0.02, 0.09, -0.26, 0.17, -0.23, -0.57, -0.08, 0.01, 0.10, 0.10, 0.08, 0.09, 0.14, 0.21, 0.13],
  "e_homo_ev": -9.8,
  "max_force_ha_per_bohr": 0.10094,
  "relative_energy_kcal_mol": 108.2,
  "gap_ha": 0.37395,
  "total_energy_ha": -471.2306,
  "total_charge": 0,
  "lumo_ha": 0.0147,
  "smiles": "NC(=O)/C=C/C/N=[NH+]/[O-]"
}

{
  "formula": "C4H7N3O2",
  "method": "ωB97M-V/def2-TZVPD",
  "elements": ["O", "O", "N", "N", "N", "C", "C", "C", "C", "H", "H", "H", "H", "H", "H", "H"],
  "xyz": [[-4.15782, 0.43511, -0.86670], [-1.50849, -1.74566, 0.48958], [-1.93193, 0.44064, 0.27752], [-0.95716, -0.67154, 0.02739], [-3.00204, 0.27387, 1.28553], [-3.37835, 0.32844, -0.02495], [1.09866, 0.88318, 0.42474], [-0.35395, -0.50726, -1.31468], [0.46774, -0.46980, -0.04913], [0.95475, -1.29898, 0.31146], [-0.28838, -1.38625, -1.78618], [0.39506, 1.34770, 1.03945], [1.92840, 0.64773, 1.08194], [-3.15104, -0.57536, 1.74052], [1.31794, 1.36123, -0.48987], [-0.37318, 0.30446, -1.94471]],
  "lowdin_charge": [0.19, -0.13, 0.10, -0.34, 0.17, -0.45, 0.00, 0.04, -0.17, 0.12, 0.08, 0.05, 0.08, 0.10, 0.06, 0.10],
  "e_homo_ev": -9.0,
  "max_force_ha_per_bohr": 0.08612,
  "relative_energy_kcal_mol": 192.7,
  "gap_ha": 0.36399,
  "total_energy_ha": -471.0959,
  "total_charge": 0,
  "lumo_ha": 0.0320,
  "smiles": "C[C@@H]1C[N@+]1([O-])N1NC1=O"
}

{
  "formula": "C4H7N3O2",
  "method": "ωB97M-V/def2-TZVPD",
  "elements": ["O", "O", "N", "N", "N", "C", "C", "C", "C", "H", "H", "H", "H", "H", "H", "H"],
  "xyz": [[0.73143, 0.31396, -0.65961], [0.82485, -1.19020, 1.02439], [2.83205, -1.08085, -1.51987], [-3.43720, 2.36097, 1.63886], [2.85268, -2.26550, -1.04215], [0.27889, -0.29862, 0.40660], [-2.70153, 1.89965, 0.90060], [-0.92150, 0.33826, 0.99773], [-1.90534, 1.07254, 0.07608], [1.98294, -2.45064, -0.56326], [-2.59512, 0.34523, -0.47892], [-1.37146, -0.55408, 1.38292], [-0.40345, 0.95391, 1.84759], [1.59814, -0.00970, -1.06193], [-1.24593, 1.58588, -0.63911], [3.48055, -1.02083, -2.30991]],
  "lowdin_charge": [0.08, 0.07, 0.00, 0.16, 0.08, -0.59, -0.27, -0.11, -0.17, 0.03, 0.16, 0.12, 0.19, 0.06, 0.12, 0.07],
  "e_homo_ev": -10.5,
  "max_force_ha_per_bohr": 0.07361,
  "relative_energy_kcal_mol": 66.0,
  "gap_ha": 0.36522,
  "total_energy_ha": -471.2979,
  "total_charge": 0,
  "lumo_ha": -0.0192,
  "smiles": "N#CCCC(=O)O.[H]/N=N/[H]"
}

{
  "formula": "C4H7N3O2",
  "method": "ωB97M-V/def2-TZVPD",
  "elements": ["O", "O", "N", "N", "N", "C", "C", "C", "C", "H", "H", "H", "H", "H", "H", "H"],
  "xyz": [[-0.85223, 1.73395, 0.84470], [-2.43477, -0.16097, -0.64745], [0.57630, -1.47596, 0.52881], [-1.64305, -1.19193, 0.05143], [-0.08627, 0.78684, 0.01963], [-0.46876, -0.57439, 0.17308], [1.99805, -0.95092, 0.06935], [1.25603, 1.32000, -0.46626], [2.13986, 0.42356, -0.35657], [2.62020, -1.45074, -0.89212], [0.47430, -2.33839, -0.01820], [3.05268, 0.80352, -0.81417], [-1.81172, 1.73431, 0.34581], [-3.46096, -0.66916, -0.93082], [2.88246, -1.19352, 0.87003], [1.05918, 2.38798, -0.85523]],
  "lowdin_charge": [-0.06, -0.23, 0.06, 0.04, -0.10, -0.36, -0.16, -0.04, -0.21, 0.16, 0.11, 0.12, 0.16, 0.22, 0.15, 0.16],
  "e_homo_ev": -8.3,
  "max_force_ha_per_bohr": 0.15374,
  "relative_energy_kcal_mol": 189.1,
  "gap_ha": 0.32836,
  "total_energy_ha": -471.1017,
  "total_charge": 0,
  "lumo_ha": 0.0235,
  "smiles": "O/N=C1/NCC=CN1O"
}

{
  "formula": "C4H7N3O2S",
  "method": "ωB97M-V/def2-TZVPD",
  "elements": ["S", "O", "O", "N", "N", "N", "C", "C", "C", "C", "H", "H", "H", "H", "H", "H", "H"],
  "xyz": [[-1.87960, 0.33358, 0.04681], [-0.74680, -1.85557, -1.01270], [-1.72641, 1.22292, -1.07757], [-1.82167, -1.42183, -0.55220], [2.92260, -0.38039, -0.01169], [0.90120, 0.24277, 0.58892], [1.85900, -0.62820, 0.77933], [2.61560, 0.72857, -0.74876], [1.36256, 1.09940, -0.36046], [-3.39396, 0.51137, 0.72159], [-3.99090, 1.36008, 0.44545], [-3.55443, 0.08368, 1.69165], [3.29905, 1.12511, -1.46751], [-2.17968, -1.95946, 0.27287], [0.76584, 1.91788, -0.70619], [1.80483, -1.44840, 1.46717], [3.76277, -0.93152, -0.07671]],
  "lowdin_charge": [0.85, -0.10, -0.44, -0.27, 0.05, 0.01, -0.21, -0.10, -0.17, -0.21, 0.02, 0.01, 0.10, 0.11, 0.09, 0.12, 0.15],
  "e_homo_ev": [-8.4, -8.7],
  "max_force_ha_per_bohr": 0.03308,
  "relative_energy_kcal_mol": 120.0,
  "gap_ha": [0.29079, 0.27259],
  "total_energy_ha": -869.3583,
  "total_charge": 0,
  "lumo_ha": [-0.0175, -0.0473],
  "smiles": "C=S(=O)=[NH+][O-].c1c[nH]cn1"
}

{
  "formula": "C4H7N3OS",
  "method": "ωB97M-V/def2-TZVPD",
  "elements": ["S", "O", "N", "N", "N", "C", "C", "C", "C", "H", "H", "H", "H", "H", "H", "H"],
  "xyz": [[-2.66893, 0.62331, -0.09606], [0.16829, -1.77197, 0.08840], [-1.32331, 1.50662, -0.17861], [1.01068, 1.21292, -0.00223], [-1.96329, -0.80196, 0.06717], [1.45048, 2.61035, 0.04969], [-0.38058, -3.04064, -0.08939], [-0.24249, 0.82136, -0.05591], [-0.69261, -0.71662, 0.10300], [-0.66218, -3.44805, 0.97445], [1.57723, 2.98900, 1.16697], [2.43957, 2.81154, -0.48211], [1.70812, 0.51788, 0.14091], [0.38203, -3.55085, -0.65946], [0.54854, 3.17464, -0.34437], [-1.35157, -2.93753, -0.68245]],
  "lowdin_charge": [0.91, -0.10, -0.29, -0.03, -0.28, -0.08, -0.10, -0.39, -0.36, 0.13, 0.11, 0.09, 0.13, 0.08, 0.09, 0.10],
  "e_homo_ev": -7.7,
  "max_force_ha_per_bohr": 0.09772,
  "relative_energy_kcal_mol": 40.1,
  "gap_ha": 0.31247,
  "total_energy_ha": -794.2664,
  "total_charge": 0,
  "lumo_ha": 0.0288
}

{
  "formula": "C4H7N3S",
  "method": "ωB97M-V/def2-TZVPD",
  "elements": ["S", "N", "N", "N", "C", "C", "C", "C", "H", "H", "H", "H", "H", "H", "H"],
  "xyz": [[1.92825, 0.39063, 2.19278], [-0.61421, -0.61894, 2.49573], [-0.97274, 1.98829, 0.87252], [-0.03409, 1.13649, -1.16168], [0.49759, -0.13865, 2.45609], [0.27271, -1.31531, -1.21441], [0.05969, 0.00925, -1.97258], [-0.47525, 1.57628, -0.15327], [-0.85191, 2.64364, 1.61769], [-0.75335, 0.19846, -2.69736], [0.75452, -1.97437, -1.87587], [1.09697, 0.09005, -2.50455], [0.80932, -1.14098, -0.24730], [-0.69020, -1.67062, -1.00611], [-1.02730, -1.17422, 3.19832]],
  "lowdin_charge": [0.73, 0.13, 0.14, 0.06, -0.91, -0.07, -0.28, -0.35, 0.06, 0.12, 0.05, 0.13, 0.07, 0.05, 0.07],
  "e_homo_ev": -8.9,
  "max_force_ha_per_bohr": 0.06897,
  "relative_energy_kcal_mol": 64.7,
  "gap_ha": 0.35298,
  "total_energy_ha": -718.9995,
  "total_charge": 0,
  "lumo_ha": 0.0274,
  "smiles": "CCN=C=N.N=C=S"
}